Record 1
53
Properties=species:S:1:pos:R:3 method="wB97M-V/def2-TZVPD" smiles="CCOC(=O)N1CCN(C(=O)c2ccc(Cl)c(S(=O)(=O)N3CCOCC3)c2)CC1" lumo_energy_ha=0.0072 orbital_gap_ha=0.346
Cl 5.9016 1.1022 0.4003
S 3.6393 -0.5181 -1.4185
O -3.5135 -1.3977 0.5957
O 0.0884 4.3045 -0.4173
O 2.8371 -0.4796 -2.6026
O 2.2485 -3.7935 1.2422
O 5.0277 -0.8394 -1.5434
O -4.8426 0.2563 -0.1935
N -2.6189 0.3811 -0.4773
N -0.7320 2.3147 0.2485
N 2.8591 -1.5454 -0.3309
C 2.3247 -2.7518 -0.9410
C 3.9161 2.8442 0.9341
C 3.6621 -1.8619 0.8340
C -1.2633 -0.0240 -0.1808
C 2.7877 -2.6345 1.8258
C -0.6279 0.9799 0.7913
C -5.9946 -0.4885 0.2026
C 4.2961 1.6879 0.2565
C -3.6527 -0.3391 0.0293
C -2.1006 2.7145 -0.0116
C 1.4803 -3.4825 0.1031
C -2.7328 1.7254 -0.9974
C 3.3687 1.0247 -0.5315
C 2.0723 1.4930 -0.6243
C -6.3821 -1.5221 -0.8444
C 2.6158 3.3027 0.8450
C 1.6721 2.6184 0.0826
C 0.2805 3.1608 -0.0513
H -5.5915 -2.2620 -0.9413
H 1.9752 -1.9772 2.1732
H 0.4118 0.7206 0.9852
H 0.6252 -2.8517 0.3887
H -1.3019 -1.0192 0.2643
H -7.2973 -2.0218 -0.5407
H -1.1837 0.9490 1.7376
H 3.1385 -3.4082 -1.2794
H 1.1194 -4.4332 -0.2907
H 2.3195 4.2004 1.3657
H 1.4039 0.9622 -1.2827
H -6.7795 0.2603 0.3283
H -2.1990 1.7738 -1.9528
H 3.3795 -2.9675 2.6794
H 1.7269 -2.4488 -1.7995
H -5.7890 -0.9793 1.1592
H -0.6905 -0.0621 -1.1132
H 4.5350 -2.4656 0.5503
H 4.0055 -0.9282 1.2809
H -2.6661 2.7149 0.9268
H -2.0836 3.7231 -0.4266
H 4.6472 3.3691 1.5275
H -3.7826 1.9620 -1.1580
H -6.5401 -1.0429 -1.8076

Record 2
48
Properties=species:S:1:pos:R:3 method="wB97M-V/def2-TZVPD" smiles="C[C@H]1[C@H](C)CCC[C@H]1NC(=O)COC(=O)COc1ccc(Cl)cc1" lumo_energy_ha=0.0168 de_lowest_kj_mol=0.0 orbital_gap_ha=0.335
Cl 5.5209 -2.4280 1.3222
O -1.7068 1.7453 2.7800
O 3.3879 2.3398 -1.3424
O 1.9747 3.1731 0.9247
O 0.0430 2.7789 -0.1676
N -1.2156 0.6638 0.8529
C -1.2681 1.7391 1.6522
C -4.0267 0.0059 0.6585
C 5.7139 -0.0875 -0.0128
C 1.3780 2.8851 -0.0702
C -2.9483 -1.0647 0.4910
C 5.1825 1.0254 -0.6285
C -2.6381 -1.3607 -0.9849
C 4.8635 -1.0251 0.5554
C -0.5582 -1.6798 1.0987
C -3.8794 -1.8391 -1.7362
C -1.6779 -0.6481 1.2572
C -0.7212 3.0248 1.0128
C 3.4934 -0.8449 0.5149
C 2.0164 2.6028 -1.4296
C -1.5363 -2.4193 -1.0824
C 3.8015 1.2179 -0.6825
C -0.2655 -1.9732 -0.3694
C 2.9618 0.2750 -0.1025
H -1.3167 -2.6216 -2.1330
H -0.8920 0.7786 -0.0946
H -3.3040 -1.9918 0.9536
H 1.8906 0.3991 -0.1060
H -4.6287 -1.0556 -1.7989
H -4.0731 0.3291 1.6957
H 5.8214 1.7685 -1.0771
H -1.9275 -0.5444 2.3190
H 0.3382 -1.3130 1.6030
H 2.8387 -1.5750 0.9640
H -5.0032 -0.3774 0.3778
H -4.3177 -2.6998 -1.2359
H 6.7819 -0.2307 0.0283
H 1.4712 1.7950 -1.9367
H -1.8951 -3.3482 -0.6335
H 0.4954 -2.7525 -0.4430
H -2.2848 -0.4400 -1.4648
H -0.8670 -2.6023 1.5932
H -3.8065 0.8759 0.0431
H 1.9314 3.5109 -2.0351
H 0.1349 -1.0842 -0.8631
H -1.5627 3.6616 0.7275
H -0.1073 3.5442 1.7547
H -3.6130 -2.1329 -2.7494

Record 3
52
Properties=species:S:1:pos:R:3 method="wB97M-V/def2-TZVPD" lumo_energy_ha="-0.0166 / -0.0217" s2=6.022 de_lowest_kj_mol=0.0 multiplicity=5 orbital_gap_ha="0.233 / 0.240"
Se -1.3302 -1.5935 -2.5330
Cr -0.3395 -0.3252 -0.6566
S -1.3084 -1.6180 1.4058
F 6.1415 -2.7736 -0.8912
F 6.1860 -1.5908 -2.7041
F 6.4937 -0.6427 -0.7827
O -0.4389 1.4005 0.1972
N -0.3995 0.5404 2.6633
N 1.6114 -0.8947 -0.9681
N -0.1679 -1.4543 3.7852
C -4.9702 -0.3204 -0.8669
C -3.9479 -2.6387 -1.9854
C -0.5669 -0.7808 2.6888
C -0.9773 3.0916 -1.4105
C 5.7960 -1.5916 -1.4252
C 0.3225 -0.8370 4.9971
C 3.7710 -1.2133 -0.0134
C 2.1313 -1.0539 -2.1868
C 4.3077 -1.3546 -1.2834
C 3.4847 -1.2834 -2.3895
C 1.3915 2.6467 -0.7355
C -3.1380 -1.5072 -1.9037
C -0.2029 3.6618 0.9007
C -3.6674 -0.3465 -1.3448
C -0.0604 2.6816 -0.2614
C -5.2526 -2.6080 -1.5171
C 2.4147 -0.9820 0.0998
C -5.7706 -1.4500 -0.9517
H 2.0370 2.2814 0.0669
H -5.3608 0.5906 -0.4305
H 1.7419 3.6361 -1.0376
H 0.0752 1.0153 3.4122
H -6.7873 -1.4296 -0.5813
H 1.1790 -0.1915 4.7905
H -3.5456 -3.5477 -2.4136
H -0.4171 -2.4286 3.7896
H 4.3881 -1.2756 0.8718
H -1.2068 3.5855 1.3226
H 0.6629 -1.6172 5.6724
H -0.4496 -0.2513 5.5032
H -0.4914 1.0104 1.7413
H -0.0422 4.6945 0.5843
H -2.0048 3.1867 -1.0545
H 3.8693 -1.3998 -3.3915
H 1.4375 -0.9981 -3.0162
H -3.0583 0.5494 -1.2801
H 1.9389 -0.8663 1.0657
H -0.9595 2.3324 -2.1965
H 1.4961 1.9791 -1.5956
H -5.8659 -3.4979 -1.5874
H -0.6739 4.0461 -1.8472
H 0.5237 3.4334 1.6850

Record 4
63
Properties=species:S:1:pos:R:3 method="wB97M-V/def2-TZVPD" charge=+3 lumo_energy_ha="-0.4620 / -0.4697" s2=3.771 de_lowest_kj_mol=22.8 multiplicity=4 orbital_gap_ha="0.212 / 0.205"
Tc 0.0219 0.2050 -0.4111
S 1.3992 -2.1174 -4.0396
P 2.6623 2.9850 1.1229
P -2.8275 -3.2106 -0.4406
Si -2.1683 1.7768 2.0895
F 3.4367 3.7897 2.1534
F 3.6567 1.8000 0.8180
F -3.6787 -2.1644 0.3766
F 1.9064 1.9500 2.1051
F -1.2047 -1.2310 -0.3637
F -1.9920 -3.4598 0.8773
F 1.2945 3.7605 1.0552
F 3.0786 3.6434 -0.2227
F -3.1873 -2.4066 -1.7402
F -1.5818 -3.7981 -1.2331
F -3.7703 -4.3986 -0.4797
F 1.3170 1.5911 -0.4992
O 1.3413 -0.9318 0.8345
N -1.2728 1.3040 -1.6076
N -0.6285 0.6443 1.6020
N 0.7789 -0.5328 -2.1833
C 1.8510 -3.2548 0.3146
C 1.8233 -0.4680 -4.2160
C 1.4239 0.2420 -3.1400
C 0.7104 -1.8114 -2.5524
C -3.2804 0.5638 2.9240
C 1.1718 -0.8390 2.1500
C 1.9455 -1.4931 3.0704
C 3.4513 -1.4723 -0.2461
C 1.6521 -1.2740 4.4099
C 4.2950 -2.4337 -0.7980
C 0.0411 0.0693 2.5342
C 0.5802 -0.4387 4.8702
C -1.4071 3.1998 2.9846
C -0.1960 0.2107 3.9873
C 3.9272 -3.7747 -0.7961
C -3.0416 2.4258 0.5899
C 2.7181 -4.1878 -0.2451
C 2.2758 -1.9454 0.2824
H 0.4215 -0.3359 5.9354
H 5.2478 -2.1287 -1.2090
H -0.5684 3.5912 2.4029
H -1.0537 3.0204 3.9976
H 0.8939 -3.5430 0.7342
H -2.1656 3.9852 3.0423
H -0.8569 2.1931 -1.8961
H 4.5937 -4.5103 -1.2261
H -3.5002 -0.2541 2.2325
H 2.2742 -1.7617 5.1542
H 1.6031 1.2915 -2.9633
H 2.3464 -0.1082 -5.0886
H -4.2237 1.0749 3.1379
H -3.8145 3.0544 1.0485
H -1.5010 0.7734 -2.4513
H -3.5961 1.6837 0.0080
H -2.1591 1.5215 -1.1456
H -0.9915 0.8522 4.3260
H 0.2073 -2.5704 -1.9713
H -2.4704 3.0955 -0.0556
H 2.4440 -5.2342 -0.2469
H 2.7626 -2.1356 2.7744
H -2.9338 0.1260 3.8586
H 3.7129 -0.4226 -0.2180

Record 5
65
Properties=species:S:1:pos:R:3 method="wB97M-V/def2-TZVPD" lumo_energy_ha=-0.0855 de_lowest_kj_mol=1486.1 orbital_gap_ha=0.154
S -9.9344 -2.5436 -0.6891
F -4.3141 0.4246 3.7231
F -4.5369 -1.9012 -0.3070
F -3.2000 0.3155 -1.8222
F -5.8202 -0.5688 1.6723
F -1.6755 0.5832 0.1054
F -8.1634 -0.6684 0.1621
F 4.3466 0.3997 4.0398
F -5.1662 1.2006 0.1794
F -2.9628 -1.7485 1.5034
F -7.6089 -1.6073 -1.7343
F -7.3543 -2.7007 0.1431
F -4.5466 2.3876 2.3875
O -10.6969 -1.5209 -1.4183
O -10.4101 -2.7461 0.6863
O -9.7885 -3.7985 -1.4395
O -0.1487 -1.1909 -1.1662
N 3.5668 0.7697 0.3479
N 2.8700 0.4644 -0.8440
N 0.9002 3.8783 -3.2146
N 5.0964 2.7305 0.3461
N 4.7062 -0.8472 1.9552
N 3.5080 -1.7861 0.0202
C -8.2048 -1.8558 -0.5238
C -3.6605 -0.9465 0.4377
C 3.9672 -0.5882 0.8397
C 2.7795 -1.0410 -1.0994
C 4.9396 -2.3423 2.2656
C 3.7495 2.1799 0.8298
C 2.1022 -1.8944 -2.3243
C 0.6087 3.5701 -1.7348
C 0.4593 -1.9341 -2.2908
C 5.3263 0.1213 2.9240
C 2.2510 1.4592 -1.8249
C -4.6329 0.1839 1.1189
C -2.5717 -0.3588 -0.6430
C -3.9760 0.9905 2.3873
C 6.6500 -0.6357 3.6104
C 5.0889 -3.7507 2.4465
C -1.5965 -1.5461 -1.2595
C 0.7651 1.9798 -1.3649
H 5.7373 2.8850 1.1792
H 6.3588 -1.3670 4.4771
H -1.8861 -1.6632 -2.4045
H 5.2274 -4.9057 2.1838
H 0.6009 1.8697 -0.1900
H 0.6643 4.8924 -3.3092
H -1.8202 -2.6149 -0.7772
H 2.5119 -1.5317 -3.3850
H 5.7553 1.1085 2.4468
H 4.9713 3.7144 -0.0403
H 2.9264 2.9446 0.4389
H 2.4750 -3.0246 -2.2309
H 1.9361 3.8245 -3.3646
H 3.6886 2.2221 2.0120
H 1.4171 4.1548 -1.0936
H 2.2956 0.9620 -2.8865
H 7.3771 -1.0935 2.8066
H -2.7989 1.0781 2.3526
H 2.9935 2.3882 -1.8615
H 0.0784 -1.5101 -3.3383
H -0.4708 3.9607 -1.4385
H -0.0809 1.3782 -1.9151
H 7.2633 0.2497 4.1235
H 0.0672 -3.0393 -2.2163

Across the entries above, total energy takes the values -59168.711 -41259.269 -138331.232 -97656.466 -79610.619 eV, respectively.